# 1
DFT (ωB97M-V/def2-TZVPD) results for 18 unconnected molecules or ions with the total composition C30H34Cl51F9N2O5PS in a non-equilibrium geometry.

Each line ends with the Mulliken charge.
Cartesian coordinates (Å):
Cl (0.6017, 3.2777, 1.4028)  0.029
Cl (5.3205, -6.7617, 9.2491)  -0.124
Cl (2.3290, -11.2698, -8.6818)  -0.095
Cl (-6.0699, 8.0878, 4.9669)  -0.004
Cl (-6.1501, 10.8897, 4.2130)  -0.122
Cl (4.2282, -4.3286, -0.1774)  -0.007
Cl (-1.0428, -2.3679, 8.8140)  -0.128
Cl (2.0952, 5.5118, 6.0417)  -0.005
Cl (4.7670, -5.4648, 6.7115)  -0.087
Cl (-8.4035, 9.1594, 3.6072)  -0.131
Cl (-5.2244, 5.8308, 7.1581)  -0.108
Cl (2.5388, 5.9628, 8.8761)  -0.115
Cl (0.2284, 3.3154, 7.5226)  -0.080
Cl (4.2176, 7.2927, 6.9167)  -0.137
Cl (-2.7914, -6.0756, -7.6646)  -0.075
Cl (3.1931, -4.7959, 9.0615)  -0.086
Cl (0.9081, 9.8014, 3.1349)  -0.103
Cl (-3.9263, 6.2122, 3.9240)  -0.025
Cl (0.6905, -3.8079, 6.9863)  0.010
Cl (1.4800, -10.8516, -2.5639)  -0.111
Cl (-3.5234, 7.3643, 1.2839)  -0.161
Cl (1.0656, -11.5413, -5.3518)  -0.057
Cl (-2.7313, 7.3337, 7.0697)  0.046
Cl (0.8318, -13.6976, -8.1242)  -0.123
Cl (4.5742, -4.5009, 2.7024)  -0.038
Cl (4.6664, -7.6850, -2.2439)  -0.095
Cl (-2.1495, -3.5850, 6.4200)  -0.121
Cl (3.5075, -2.7871, 5.6144)  -0.001
Cl (3.4317, 1.3546, 0.9780)  -0.053
Cl (-5.1634, -5.3451, 0.8855)  -0.135
Cl (1.9579, -6.7030, -2.5994)  -0.089
Cl (-2.3596, -5.7126, 1.5573)  -0.122
Cl (4.2057, -5.1868, -3.6541)  -0.112
Cl (1.4117, -0.7727, 5.3903)  -0.123
Cl (-4.9092, 8.2341, 8.7606)  -0.111
Cl (0.4474, 9.3747, 5.9746)  -0.050
Cl (6.1047, -2.5656, 1.1686)  -0.091
Cl (-2.2113, 8.5193, 3.6067)  -0.024
Cl (-5.2558, -5.2594, -8.9580)  -0.103
Cl (5.9884, 1.4759, -0.3953)  -0.126
Cl (1.0003, 2.0270, 3.9719)  0.044
Cl (0.1524, 12.0264, 4.8358)  -0.108
Cl (-3.6180, -7.4284, -0.4201)  -0.128
Cl (-2.5696, 3.6011, 6.8443)  -0.089
Cl (2.9888, -1.4788, 3.0679)  -0.049
Cl (1.0675, -12.7293, -10.8507)  -0.123
Cl (-3.1338, -3.3181, -8.5599)  -0.127
Cl (-1.5340, 4.8335, 9.2635)  -0.144
Cl (3.0388, -9.5385, -4.6304)  -0.133
Cl (4.9082, 3.8512, 0.8794)  -0.122
Cl (-1.0820, 4.0206, 3.6580)  -0.014
S (0.7757, -4.1649, -4.3201)  -0.106
P (-0.5452, -3.0108, -5.0852)  0.379
F (2.4573, 4.6801, -6.6959)  -0.232
F (2.9393, 2.1723, -4.3279)  -0.250
F (4.2336, 3.5809, -5.9747)  -0.225
F (1.0944, 2.2604, -5.5332)  -0.308
F (2.7860, 2.6236, -7.2191)  -0.265
F (0.5801, 4.8124, -4.7234)  -0.289
F (0.5148, 4.7798, -2.1356)  -0.372
F (1.9498, 3.1613, -1.9616)  -0.144
F (2.5610, 4.9357, -3.8405)  -0.308
O (-2.3451, -3.4167, -1.5713)  -0.415
O (0.0700, -2.3366, -6.4319)  -0.465
O (-3.5208, -2.7210, -1.8993)  -0.219
O (-1.8485, -3.8473, -5.5476)  -0.339
O (-4.1108, 0.7955, -3.6731)  -0.501
N (-2.1288, -1.3868, -3.2262)  0.682
N (-0.6783, 0.1783, -2.6988)  0.828
C (5.3705, -4.1724, 1.1624)  -0.191
C (4.5201, 2.3624, 0.0169)  0.816
C (2.1074, 2.9817, -4.9980)  0.812
C (-3.3636, -2.1521, -3.1985)  -0.463
C (-2.7858, 7.0308, 2.8594)  0.266
C (3.5722, -6.8027, -3.3104)  -0.018
C (-0.2614, 2.6908, -2.7872)  -1.432
C (2.6002, 6.6822, 7.2681)  0.322
C (1.5325, 4.0972, -4.1049)  0.121
C (4.7860, -5.2732, 8.4698)  0.002
C (1.4709, -10.2524, -4.2218)  0.095
C (1.0383, 10.5064, 4.7483)  -0.081
C (-3.5720, -5.8075, 0.2741)  0.734
C (-3.7012, 1.4031, -2.4388)  -0.337
C (-0.9249, -3.7228, 7.6866)  -0.098
C (1.3263, -0.5732, -4.1663)  -1.677
C (-4.0888, 6.8296, 8.0801)  -0.014
C (-0.0671, -0.6798, -3.6197)  -0.060
C (-2.9398, 0.3328, -1.6165)  -1.089
C (-6.6478, 9.2535, 3.7767)  0.069
C (-1.9054, -0.2982, -2.5232)  0.346
C (-1.4080, 3.4547, 8.1645)  -0.045
C (1.8702, -12.8642, -9.2854)  0.057
C (-0.9400, -1.6428, -3.9450)  0.561
C (-0.0353, 1.3336, -2.0645)  -1.647
C (-3.5128, -5.0255, -8.8821)  -0.005
C (0.9486, 3.6361, -2.7350)  1.153
C (0.5300, 3.5131, 3.1543)  -0.249
C (2.9394, 3.5358, -6.2319)  0.613
C (3.0032, -1.2880, 4.8256)  -0.151
H (3.4959, -7.3442, -4.2445)  0.274
H (-2.4575, 0.8521, -0.7821)  0.412
H (3.7190, -0.5154, 5.0780)  0.316
H (-3.0928, -5.2833, -9.8463)  0.325
H (-3.6481, -0.4157, -1.2574)  0.400
H (-1.0938, 3.1861, -2.2770)  0.462
H (-0.4908, 1.4244, -1.0729)  0.358
H (1.3120, -0.2267, -5.2045)  0.301
H (-0.6702, -1.9113, -6.9020)  0.345
H (1.2323, 4.2945, 3.4206)  0.188
H (-3.2941, -5.1116, -0.5070)  -0.299
H (2.0829, 10.7087, 4.9484)  0.348
H (-1.1080, -4.6377, 8.2360)  0.341
H (-4.2545, -1.5442, -3.3697)  0.111
H (1.9107, 7.5157, 7.2414)  -0.073
H (-1.6345, 2.5554, 8.7232)  0.363
H (-0.6129, 2.5544, -3.8180)  0.609
H (4.0159, 2.6271, -0.9027)  -0.496
H (-4.3651, 1.5141, -4.2641)  0.298
H (-1.9364, 6.3779, 2.7044)  -0.029
H (-6.2023, 9.0088, 2.8196)  0.161
H (-3.0383, 2.2381, -2.7023)  0.196
H (-1.8944, -2.8978, -0.8850)  0.334
H (-3.7031, 6.2323, 8.8943)  0.196
H (5.4898, -4.4885, 8.7171)  0.305
H (2.7713, -13.4499, -9.4152)  0.288
H (-3.3690, -2.9879, -3.9028)  0.586
H (-4.5811, 1.7540, -1.8864)  0.422
H (1.8038, -1.5611, -4.1921)  0.493
H (6.1566, -4.9036, 1.0230)  0.346
H (-2.5588, -3.2128, -5.7527)  0.265
H (1.0108, 1.0624, -1.9119)  0.679
H (1.9436, 0.0809, -3.5448)  0.281
H (0.7168, -9.4791, -4.3005)  0.223

Results
- charge = +1
- gap between HOMO and LUMO (Eh) = 0.318
- HOMO (Eh) = -0.4256

# 2
DFT (ωB97M-V/def2-TZVPD) results for a single C20H31N5O4 molecule.

Each line ends with the Mulliken charge.
Cartesian coordinates (Å):
O (3.1690, 0.9571, 4.3999)  -0.645
O (-2.0421, 2.2038, 2.3577)  -0.706
O (-0.2195, 0.0157, -5.4065)  -0.676
O (0.9605, 0.1758, -1.3974)  -0.769
N (-1.8887, 0.0823, 3.2485)  0.152
N (-0.8390, -0.8364, 3.4144)  -0.130
N (-0.5169, -0.9307, -3.3710)  -0.006
N (3.2980, 0.2410, 2.2689)  0.152
N (2.5459, 1.6780, -1.8872)  0.228
C (-2.5534, -2.1730, -2.6507)  -0.428
C (2.7166, 1.9631, -0.4650)  -1.635
C (2.7396, -0.2144, 0.9850)  -0.403
C (0.3324, -0.0918, 3.3693)  -0.098
C (-3.4065, -2.4509, 1.2639)  -1.539
C (1.6274, -0.7534, 3.7213)  -0.788
C (-3.0360, -1.0650, -3.5526)  -0.539
C (0.1092, -0.1186, -4.2410)  0.134
C (-4.0553, -0.1710, 0.4020)  -1.483
C (3.5326, 0.9196, 0.2846)  0.485
C (3.3844, 2.4222, -2.8118)  -1.146
C (-1.3665, 1.2958, 2.8069)  -0.295
C (4.0242, 1.3662, 1.6843)  -1.083
C (1.5858, 0.7974, -2.2539)  0.998
C (-3.1032, -0.9562, 1.3001)  1.689
C (-1.6790, -1.6716, -3.7521)  -0.085
C (2.7749, 0.2214, 3.5150)  0.485
C (-3.1532, -0.4156, 2.7456)  -1.463
C (0.0779, 1.1698, 2.9817)  0.222
C (1.3475, 0.6288, -3.7439)  -0.747
H (3.2188, 2.9300, -0.3973)  0.539
H (-3.5134, -1.1812, 3.4373)  0.410
H (-3.3622, -2.8412, 0.2460)  0.308
H (-3.8018, 0.8896, 0.4080)  0.363
H (2.9924, 3.4259, -2.9963)  0.299
H (1.7328, 2.0673, -0.0016)  0.505
H (-4.4119, -2.6459, 1.6471)  0.395
H (-5.0852, -0.2759, 0.7549)  0.400
H (1.7543, -1.6534, 3.1152)  0.357
H (-4.0207, -0.5352, -0.6263)  0.249
H (3.0321, -1.2296, 0.7158)  0.104
H (3.4831, 1.9041, -3.7602)  0.412
H (-2.0810, -0.8019, 0.9374)  -0.184
H (-1.5375, -2.2930, -4.6257)  0.394
H (0.7887, 1.9602, 2.8099)  0.632
H (-2.6973, -3.0139, 1.8743)  0.368
H (4.3833, 2.5159, -2.3858)  0.413
H (1.6273, -1.0437, 4.7732)  0.492
H (2.2050, 0.1006, -4.1723)  0.325
H (-3.8332, 0.4327, 2.8136)  0.420
H (4.3390, 0.5523, -0.3504)  0.526
H (-2.2707, -1.9027, -1.6411)  -0.095
H (5.1007, 1.3400, 1.8496)  0.304
H (-0.2074, -0.8959, -2.4071)  0.248
H (1.3180, 1.5989, -4.2383)  0.420
H (-3.0648, -0.0657, -3.1406)  0.220
H (-3.8026, -1.2889, -4.2803)  0.250
H (3.6388, 2.3312, 2.0259)  0.343
H (-0.9592, -1.4043, 4.2463)  0.330
H (1.6592, -0.1096, 0.9029)  0.116
H (-2.9911, -3.1559, -2.7505)  0.257

Results
- SMILES string = CC(C)Cn1[nH]c(CC(=O)N2CC(CN(C)C(=O)CC(=O)NC3CC3)C2)cc1=O
- ΔE to the lowest compared entry with this formula, charge and spin (kcal per mole) = 34.0
- charge = 0
- gap between HOMO and LUMO (Eh) = 0.333
- HOMO (Eh) = -0.3181

# 3
DFT (ωB97M-V/def2-TZVPD) results for 2 unconnected molecules or ions with the total composition C4H8NO2 in a non-equilibrium geometry.

Each line ends with the Mulliken spin population.
Cartesian coordinates (Å):
O (2.4422, -0.3536, -1.9087)  0.850
O (-1.5583, 1.0699, -0.8060)  0.002
N (-1.0292, -0.6279, 2.7715)  0.000
C (1.5060, 0.4448, -2.4274)  -0.013
C (0.0349, -0.5717, 2.0121)  0.000
C (-1.4609, 0.2707, 0.2124)  -0.004
C (-0.1151, -0.0933, 0.7014)  0.007
H (1.5850, 0.6513, -3.5131)  0.024
H (1.3165, 1.4250, -1.9424)  0.019
H (0.5173, -0.0849, -2.3359)  0.118
H (0.9844, -0.9445, 2.3795)  0.000
H (-1.9101, 0.7414, 1.1453)  0.000
H (0.6868, 0.0335, -0.0158)  -0.003
H (-0.9365, -1.2968, 3.5343)  0.000
H (-2.0630, -0.6640, 0.1929)  0.000

Results
- ΔE to the lowest compared entry with this formula, charge and spin (kcal per mole) = 137.3
- charge = 0
- gap between HOMO and LUMO (alpha / beta) (Eh) = 0.224 / 0.224
- HOMO (alpha / beta) (Eh) = -0.3190 / -0.3191
- spin multiplicity = 2

> Among the records above, which one has the highest charge?

C30H34Cl51F9N2O5PS